No. 1
The following is a DFT calculation (ωB97M-V with the def2-TZVPD basis set) of 12 unconnected molecules or ions with the total composition C36H86F36N6O4P6.

Element x y z (Å)
C: 1.160 5.328 2.115
C: 0.060 6.118 2.741
O: -0.106 7.286 2.497
N: -0.984 5.427 3.636
H: -1.941 5.415 3.315
H: -0.671 4.467 3.671
C: -1.099 6.016 5.072
H: 1.937 4.984 2.798
H: 1.746 6.012 1.501
H: 0.710 4.516 1.543
H: -1.752 5.304 5.575
H: -1.411 7.060 5.045
H: -0.069 5.836 5.381
C: -4.417 -0.077 -5.040
C: -3.798 0.157 -6.484
O: -2.607 -0.096 -6.800
N: -4.818 0.745 -7.485
H: -4.617 0.160 -8.283
H: -5.749 0.551 -7.145
C: -4.644 2.273 -7.683
H: -5.472 0.186 -4.960
H: -3.858 0.561 -4.355
H: -4.132 -1.112 -4.853
H: -5.643 2.710 -7.699
H: -4.089 2.479 -8.599
H: -4.009 2.504 -6.828
C: 5.942 0.686 0.616
C: 5.101 1.734 -0.146
O: 3.920 1.920 0.079
N: 5.953 2.636 -1.069
H: 5.755 3.535 -0.654
H: 6.921 2.371 -0.953
C: 5.575 2.471 -2.502
H: 5.330 0.021 1.225
H: 6.647 1.194 1.273
H: 6.413 0.030 -0.117
H: 4.523 2.753 -2.531
H: 5.811 1.480 -2.890
H: 6.171 3.197 -3.054
C: -1.298 3.270 -1.616
N: -0.544 1.878 -1.544
C: -1.090 1.182 -2.793
C: 0.976 2.097 -1.538
C: -0.910 1.062 -0.288
C: -0.568 1.645 1.103
O: 0.741 1.477 1.468
H: -2.376 3.109 -1.652
H: -0.843 3.810 -2.446
H: -1.004 3.738 -0.676
H: -0.730 0.167 -2.625
H: -0.527 1.566 -3.644
H: -2.155 1.320 -2.980
H: 1.274 2.068 -2.585
H: 1.604 1.479 -0.896
H: 1.097 3.111 -1.156
H: -0.332 0.172 -0.539
H: -1.993 0.957 -0.241
H: -1.157 1.057 1.806
H: -0.937 2.654 1.288
H: 0.752 1.693 2.403
C: -0.981 -1.812 6.821
C: -0.282 -2.384 5.590
C: -0.992 -2.625 4.305
C: -2.208 -3.454 4.527
N: -2.919 -3.877 3.196
C: -4.238 -4.662 3.534
C: -4.467 -5.618 2.370
C: -3.044 -6.130 1.991
C: -2.085 -5.018 2.394
C: -3.157 -2.674 2.257
C: -3.944 -1.525 2.983
C: -4.196 -0.322 2.066
H: -1.475 -2.666 7.284
H: -1.753 -1.044 6.767
H: -0.171 -1.532 7.493
H: 0.307 -3.243 5.910
H: 0.504 -1.672 5.339
H: -0.414 -3.096 3.510
H: -1.365 -1.704 3.855
H: -2.953 -3.017 5.192
H: -1.936 -4.361 5.067
H: -4.920 -3.876 3.861
H: -4.031 -5.192 4.463
H: -5.038 -5.063 1.626
H: -5.107 -6.463 2.626
H: -2.884 -6.470 0.968
H: -2.879 -7.036 2.574
H: -1.592 -4.676 1.484
H: -1.236 -5.446 2.926
H: -3.786 -3.140 1.499
H: -2.190 -2.347 1.873
H: -3.358 -1.143 3.820
H: -4.873 -1.923 3.391
H: -4.489 0.521 2.692
H: -5.041 -0.585 1.429
H: -3.288 0.026 1.572
C: 1.108 -5.924 -3.205
C: 2.561 -5.585 -3.009
C: 2.948 -5.126 -1.587
C: 2.445 -3.726 -1.223
N: 2.989 -3.054 0.026
C: 2.334 -1.752 0.369
C: 2.415 -1.564 1.889
C: 2.771 -2.962 2.454
C: 2.599 -3.899 1.285
C: 4.551 -2.966 -0.036
C: 5.126 -2.250 -1.290
C: 6.557 -2.450 -1.314
H: 1.081 -5.779 -4.285
H: 0.493 -5.109 -2.824
H: 0.616 -6.822 -2.832
H: 2.810 -4.831 -3.755
H: 3.077 -6.509 -3.272
H: 4.033 -5.166 -1.500
H: 2.472 -5.719 -0.806
H: 1.362 -3.625 -1.152
H: 2.658 -2.970 -1.979
H: 2.892 -1.016 -0.209
H: 1.300 -1.674 0.033
H: 2.918 -0.665 2.247
H: 1.435 -1.310 2.292
H: 3.759 -3.121 2.885
H: 2.113 -3.415 3.196
H: 3.263 -4.761 1.218
H: 1.615 -4.275 1.008
H: 4.873 -4.006 0.015
H: 4.888 -2.495 0.888
H: 4.846 -1.204 -1.164
H: 4.663 -2.695 -2.170
H: 7.098 -2.154 -0.415
H: 6.957 -2.011 -2.227
H: 6.684 -3.501 -1.573
P: -1.802 -2.868 -1.303
F: -0.494 -2.178 -2.064
F: -2.206 -1.439 -0.643
F: -2.811 -2.272 -2.526
F: -3.053 -3.686 -0.811
F: -1.373 -4.189 -2.202
F: -0.864 -3.207 -0.002
P: 0.369 2.143 5.116
F: -0.963 3.017 5.397
F: 0.664 2.882 3.668
F: 1.249 3.253 5.882
F: 1.699 1.169 4.972
F: 0.187 1.292 6.518
F: -0.574 1.076 4.285
P: 2.935 -0.456 -4.217
F: 4.498 -0.403 -3.947
F: 2.645 -0.363 -2.625
F: 2.936 1.207 -4.276
F: 1.277 -0.521 -4.404
F: 3.232 -0.578 -5.804
F: 2.828 -2.103 -4.126
P: -3.843 4.004 1.792
F: -4.118 4.897 3.190
F: -4.978 2.828 2.053
F: -4.995 4.769 0.917
F: -3.446 3.092 0.443
F: -2.694 4.992 1.184
F: -2.704 3.141 2.540
P: 3.016 5.700 -2.056
F: 4.422 5.573 -2.835
F: 3.747 6.660 -0.998
F: 2.674 7.060 -2.931
F: 1.587 5.826 -1.205
F: 2.251 4.770 -3.137
F: 3.443 4.481 -1.071
P: -4.049 4.812 -4.412
F: -5.543 4.196 -4.613
F: -3.487 3.294 -4.654
F: -3.918 5.021 -6.024
F: -2.563 5.447 -4.146
F: -4.612 6.311 -4.093
F: -4.169 4.333 -2.863

## Properties
Lowest unoccupied orbital energy (alpha / beta) ... -3.3 / -8.9 eV
2S+1 ... 2
Gap between HOMO and LUMO (alpha / beta) ... 0.3378 / 0.1322 hartree
E_HOMO (alpha / beta) ... -12.45 / -12.45 eV
Charge ... +1
Expectation value of S² ... 0.754
Energy ... -209440.7318 eV


No. 2
The following is a DFT calculation (ωB97M-V with the def2-TZVPD basis set) of 8 unconnected molecules or ions with the total composition C36H88N4O20P4.

Element x y z (Å)
C: 1.479 3.575 -3.095
O: 1.978 2.977 -4.028
N: 2.185 4.147 -2.100
C: 1.566 4.958 -1.082
C: 3.624 4.088 -2.002
H: 0.410 3.838 -3.097
H: 0.481 4.854 -1.063
H: 1.903 5.996 -1.116
H: 1.826 4.613 -0.072
H: 4.018 3.625 -1.093
H: 4.039 3.504 -2.821
H: 4.005 5.112 -2.023
C: 1.140 -0.747 6.519
O: 1.063 -0.333 5.378
N: 1.264 0.008 7.632
C: 1.488 1.428 7.542
C: 1.303 -0.626 8.932
H: 1.111 -1.831 6.716
H: 1.365 1.784 6.518
H: 2.485 1.653 7.921
H: 0.727 2.032 8.048
H: 0.426 -0.362 9.522
H: 1.466 -1.702 8.920
H: 2.210 -0.289 9.451
C: 0.294 4.307 4.607
O: 1.163 3.557 4.233
N: -0.948 3.884 4.964
C: -2.000 4.830 5.229
C: -1.307 2.491 4.770
H: 0.382 5.403 4.652
H: -1.756 5.589 5.975
H: -2.865 4.282 5.605
H: -2.387 5.378 4.361
H: -2.002 2.383 3.942
H: -0.480 1.797 4.616
H: -1.724 2.079 5.693
C: 2.544 0.150 1.858
O: 3.515 -0.431 1.388
N: 1.603 0.769 1.120
C: 1.618 0.684 -0.332
C: 0.557 1.538 1.751
H: 2.368 0.131 2.943
H: 0.750 0.070 -0.595
H: 2.492 0.166 -0.706
H: 1.505 1.676 -0.768
H: -0.421 1.228 1.365
H: 0.569 1.509 2.835
H: 0.673 2.581 1.425
C: -3.108 3.278 0.177
C: -2.741 2.862 1.597
O: -3.381 1.638 1.965
P: -4.816 1.553 2.667
O: -5.046 2.441 3.812
O: -5.029 0.012 2.992
C: -4.679 -0.484 4.300
C: -5.878 -0.391 5.244
O: -5.887 1.708 1.479
C: -5.791 0.862 0.308
C: -6.940 1.153 -0.614
H: -2.654 2.625 -0.570
H: -4.189 3.252 0.042
H: -2.761 4.290 -0.036
H: -1.678 2.665 1.748
H: -2.942 3.678 2.298
H: -4.316 -1.501 4.182
H: -3.898 0.152 4.722
H: -6.677 -1.078 4.975
H: -5.591 -0.543 6.287
H: -6.222 0.644 5.255
H: -4.812 1.090 -0.131
H: -5.655 -0.182 0.606
H: -6.772 2.136 -1.062
H: -6.880 0.447 -1.444
H: -7.917 1.173 -0.141
C: 1.726 -1.961 -4.606
C: 1.003 -0.632 -4.505
O: 0.121 -0.415 -5.627
P: -1.446 -0.579 -5.318
O: -1.855 -1.944 -4.937
O: -1.684 0.487 -4.166
C: -2.744 0.363 -3.220
C: -2.258 -0.246 -1.911
O: -2.147 0.045 -6.594
C: -1.923 -0.420 -7.953
C: -3.045 -1.415 -8.257
H: 2.330 -1.990 -5.514
H: 2.391 -2.032 -3.741
H: 1.118 -2.866 -4.597
H: 0.501 -0.529 -3.541
H: 1.710 0.197 -4.553
H: -3.216 1.329 -3.048
H: -3.477 -0.330 -3.640
H: -1.563 0.399 -1.370
H: -3.154 -0.304 -1.289
H: -1.825 -1.228 -2.067
H: -1.994 0.457 -8.594
H: -0.911 -0.826 -7.953
H: -3.981 -0.879 -8.383
H: -2.841 -1.997 -9.161
H: -3.054 -2.145 -7.450
C: 8.131 0.990 -4.689
C: 6.874 0.784 -3.874
O: 7.040 -0.348 -2.999
P: 6.615 -1.813 -3.494
O: 6.884 -2.083 -4.917
O: 7.317 -2.842 -2.488
C: 7.796 -4.097 -2.963
C: 8.202 -4.952 -1.780
O: 5.073 -1.870 -3.055
C: 4.731 -1.755 -1.667
C: 4.027 -3.004 -1.180
H: 8.047 1.839 -5.372
H: 8.997 1.190 -4.058
H: 8.376 0.146 -5.334
H: 6.661 1.636 -3.229
H: 5.945 0.635 -4.428
H: 7.083 -4.572 -3.640
H: 8.673 -3.947 -3.602
H: 8.914 -4.388 -1.177
H: 7.347 -5.125 -1.122
H: 8.605 -5.903 -2.117
H: 5.540 -1.474 -0.990
H: 4.079 -0.879 -1.601
H: 3.723 -2.829 -0.149
H: 3.203 -3.314 -1.823
H: 4.718 -3.848 -1.259
C: -5.863 -2.505 0.043
C: -4.600 -3.122 -0.552
O: -3.420 -2.551 -0.027
P: -2.448 -3.357 0.927
O: -3.055 -4.132 2.025
O: -1.447 -2.219 1.373
C: -0.821 -2.075 2.655
C: -1.541 -0.967 3.387
O: -1.626 -4.327 -0.037
C: -1.230 -4.011 -1.402
C: 0.016 -3.155 -1.441
H: -6.739 -3.094 -0.217
H: -5.810 -2.464 1.136
H: -5.956 -1.451 -0.224
H: -4.656 -4.211 -0.506
H: -4.652 -2.891 -1.621
H: -0.917 -3.006 3.216
H: 0.237 -1.887 2.493
H: -2.625 -1.067 3.359
H: -1.232 -0.855 4.428
H: -1.279 0.010 2.977
H: -1.095 -4.925 -1.975
H: -2.101 -3.491 -1.802
H: 0.053 -2.428 -0.629
H: 0.923 -3.741 -1.282
H: 0.057 -2.622 -2.392

## Properties
Lowest unoccupied orbital energy ... 0.3 eV
2S+1 ... 1
Gap between HOMO and LUMO ... 0.3465 hartree
E_HOMO ... -9.15 eV
ΔE to the lowest compared entry with this formula, charge and spin ... 0.0 kcal/mol
Energy ... -122836.1854 eV
Structure (SMILES) ... CCOP(=O)(OCC)OCC.CCOP(=O)(OCC)OCC.CCOP(=O)(OCC)OCC.CCOP(=O)(OCC)OCC.CN(C)C=O.CN(C)C=O.CN(C)C=O.CN(C)C=O


No. 3
The following is a DFT calculation (ωB97M-V with the def2-TZVPD basis set) of 8 unconnected molecules or ions with the total composition C36H89N5O8.

Element x y z (Å)
C: -12.261 24.454 -0.385
C: -13.593 24.825 -0.990
O: -13.646 26.194 -1.366
H: -12.033 25.077 0.492
H: -11.407 24.572 -1.083
H: -12.345 23.405 -0.086
H: -14.468 24.658 -0.360
H: -13.776 24.201 -1.882
H: -12.879 26.408 -1.896
C: -14.808 17.924 0.087
C: -13.714 18.632 0.730
O: -13.929 20.031 0.706
H: -15.750 18.157 0.569
H: -14.638 16.841 0.083
H: -14.901 18.266 -0.947
H: -12.738 18.353 0.279
H: -13.592 18.304 1.787
H: -14.578 20.299 1.392
C: -12.627 22.473 2.865
C: -11.944 21.091 2.714
O: -11.467 20.934 1.411
H: -11.883 23.251 2.720
H: -13.114 22.636 3.819
H: -13.331 22.735 2.097
H: -12.660 20.327 2.949
H: -11.052 21.018 3.358
H: -12.143 20.692 0.765
C: -15.532 25.136 3.700
C: -16.092 26.399 4.363
C: -17.342 26.070 5.208
O: -16.968 25.116 6.183
C: -18.029 24.754 7.065
N: -15.065 26.955 5.181
H: -16.244 24.751 2.964
H: -15.249 24.429 4.483
H: -14.605 25.372 3.166
H: -16.375 27.146 3.599
H: -18.133 25.593 4.616
H: -17.755 27.001 5.654
H: -17.646 24.073 7.841
H: -18.806 24.243 6.489
H: -18.467 25.657 7.496
H: -14.792 26.394 5.977
H: -15.400 27.822 5.591
C: -8.101 16.148 6.024
C: -8.589 15.326 4.862
C: -8.613 16.045 3.550
O: -9.672 17.016 3.524
C: -9.227 18.346 3.280
N: -7.707 14.115 4.773
H: -8.730 17.017 6.172
H: -7.093 16.526 5.828
H: -8.027 15.496 6.911
H: -9.563 14.973 5.182
H: -8.845 15.340 2.740
H: -7.651 16.523 3.308
H: -10.152 18.915 3.102
H: -8.679 18.541 2.356
H: -8.602 18.749 4.081
H: -7.834 13.545 3.955
H: -7.907 13.522 5.570
C: -17.993 17.868 5.014
C: -17.805 19.032 4.074
C: -16.361 19.243 3.605
O: -16.240 20.307 2.733
C: -16.395 21.606 3.268
N: -18.824 18.892 3.015
H: -17.803 16.915 4.526
H: -19.060 17.908 5.223
H: -17.385 17.916 5.931
H: -18.077 19.923 4.673
H: -16.105 18.360 3.011
H: -15.649 19.255 4.435
H: -15.549 21.955 3.861
H: -17.280 21.812 3.867
H: -16.486 22.290 2.424
H: -18.743 19.624 2.306
H: -18.643 18.013 2.530
C: -15.770 19.576 8.558
C: -15.295 20.983 9.069
C: -14.201 20.799 10.152
C: -12.842 20.516 9.478
C: -12.489 21.661 8.558
C: -13.495 21.785 7.461
N: -14.865 21.946 8.067
O: -15.824 22.082 7.015
C: -13.140 23.160 6.725
C: -13.313 20.679 6.414
C: -16.431 21.629 9.845
H: -16.216 19.593 7.561
H: -16.589 19.214 9.157
H: -14.966 18.853 8.568
H: -14.057 21.702 10.745
H: -14.599 20.011 10.814
H: -12.807 19.551 8.962
H: -12.065 20.409 10.244
H: -11.495 21.488 8.106
H: -12.519 22.606 9.120
H: -12.158 23.134 6.227
H: -13.827 23.459 5.939
H: -12.947 23.982 7.420
H: -13.359 19.689 6.878
H: -14.061 20.672 5.603
H: -12.315 20.734 6.006
H: -16.755 20.988 10.675
H: -17.255 21.917 9.201
H: -16.054 22.543 10.281
H: -15.953 23.030 6.917
C: -7.857 21.855 -1.353
C: -7.012 21.998 -0.083
C: -6.290 23.331 -0.233
C: -5.599 23.829 1.043
C: -6.604 23.800 2.191
C: -7.362 22.514 2.366
N: -7.941 22.100 1.066
O: -8.602 20.895 1.182
C: -6.428 21.471 3.020
C: -8.513 22.819 3.295
C: -5.951 20.908 -0.059
H: -8.608 22.642 -1.426
H: -7.177 22.012 -2.211
H: -8.356 20.902 -1.460
H: -5.611 23.226 -1.093
H: -7.029 24.106 -0.421
H: -4.752 23.213 1.382
H: -5.200 24.831 0.868
H: -7.302 24.618 2.055
H: -6.102 24.042 3.134
H: -6.825 20.450 2.962
H: -6.382 21.744 4.087
H: -5.405 21.417 2.608
H: -9.211 23.505 2.827
H: -8.201 23.384 4.175
H: -9.081 21.980 3.688
H: -5.119 21.347 0.488
H: -6.313 19.952 0.320
H: -5.600 20.861 -1.100
H: -9.565 21.054 1.142

## Properties
Lowest unoccupied orbital energy ... 0.6 eV
2S+1 ... 1
Gap between HOMO and LUMO ... 0.3186 hartree
E_HOMO ... -8.09 eV
ΔE to the lowest compared entry with this formula, charge and spin ... 0.0 kcal/mol
Energy ... -62601.3598 eV
Structure (SMILES) ... CC1(C)CCCC(C)(C)N1O.CC1(C)CCCC(C)(C)N1O.COC[C@H](C)N.COC[C@H](C)N.COC[C@H](C)N.CCO.CCO.CCO